[1]
151
Properties=species:S:1:pos:R:3:lowdin_spin:R:1 method="wB97M-V/def2-TZVPD" s_squared=0.754 total_energy_ev=-83970.4555 homo_lumo_gap_ev="8.298 / 9.143" spin_multiplicity=2 e_homo_ev="-8.088 / -8.933"
C 0.02 -4.85 -1.14 0.00
C 0.40 -3.40 -1.40 0.00
O -0.15 -2.45 -0.50 0.00
C -1.54 -2.29 -0.71 0.00
C -1.99 -1.07 0.07 0.00
O -3.35 -1.19 0.45 0.00
C -4.24 -0.19 0.00 0.00
C -4.89 -0.43 -1.39 0.00
C -3.89 0.10 -2.45 0.00
C -4.38 0.12 -3.89 0.00
C -3.38 0.63 -4.91 0.00
O -3.58 0.61 -6.09 0.00
O -2.23 1.21 -4.42 0.00
C -6.18 0.43 -1.46 0.00
C -7.54 -0.20 -1.91 0.03
C -8.63 0.24 -0.92 0.01
C -7.94 0.33 -3.30 0.01
N -7.50 -1.69 -2.03 0.38
O -8.66 -2.23 -2.09 0.51
C -6.50 -2.44 -1.23 0.03
C -6.78 -2.31 0.27 0.02
C -6.60 -3.92 -1.62 0.00
C -5.13 -1.92 -1.65 0.00
H 0.66 -5.33 -0.39 0.00
H -1.01 -4.99 -0.81 0.00
H 0.13 -5.39 -2.08 0.00
H 1.48 -3.32 -1.33 0.00
H 0.13 -3.15 -2.43 0.00
H -1.77 -2.22 -1.78 0.00
H -2.11 -3.14 -0.32 0.00
H -1.36 -1.03 0.97 0.00
H -1.82 -0.14 -0.48 0.00
H -3.74 0.79 -0.03 0.00
H -5.01 -0.11 0.77 0.00
H -3.65 1.14 -2.18 0.00
H -2.97 -0.49 -2.41 0.00
H -4.65 -0.87 -4.26 0.00
H -5.24 0.78 -4.02 0.00
H -1.66 0.54 -4.02 0.00
H -6.36 0.84 -0.46 0.00
H -6.00 1.29 -2.09 0.00
H -9.61 -0.06 -1.26 0.00
H -8.59 1.33 -0.88 0.00
H -8.45 -0.12 0.10 0.00
H -7.81 1.41 -3.35 0.00
H -7.37 -0.17 -4.08 0.00
H -8.99 0.10 -3.47 0.00
H -6.67 -1.30 0.66 0.00
H -6.12 -3.00 0.81 0.00
H -7.81 -2.63 0.46 0.00
H -6.88 -4.03 -2.67 0.00
H -5.64 -4.42 -1.46 0.00
H -7.36 -4.44 -1.02 0.00
H -5.05 -2.13 -2.72 0.00
H -4.38 -2.52 -1.15 0.00
C -11.39 0.86 1.97 0.00
O -10.28 0.49 1.66 0.00
N -12.43 0.03 2.19 0.00
C -13.75 0.51 2.55 0.00
C -12.20 -1.40 2.05 0.00
H -11.65 1.93 2.09 0.00
H -14.05 0.12 3.52 0.00
H -14.48 0.21 1.80 0.00
H -13.73 1.60 2.61 0.00
H -11.43 -1.73 2.75 0.00
H -11.87 -1.64 1.04 0.00
H -13.13 -1.93 2.26 0.00
C 1.73 3.23 -7.43 0.00
O 2.88 3.56 -7.64 0.00
N 0.93 3.77 -6.49 0.00
C -0.44 3.34 -6.28 0.00
C 1.48 4.83 -5.66 0.00
H 1.23 2.43 -8.01 0.00
H -1.12 4.17 -6.45 0.00
H -0.57 2.96 -5.27 0.00
H -0.68 2.54 -6.98 0.00
H 1.79 5.67 -6.27 0.00
H 2.35 4.47 -5.11 0.00
H 0.72 5.16 -4.96 0.00
C 4.75 -2.83 -1.35 0.00
O 4.23 -3.89 -1.06 0.00
N 4.64 -1.70 -0.62 0.00
C 5.26 -0.45 -1.00 0.00
C 3.86 -1.76 0.60 0.00
H 5.37 -2.70 -2.25 0.00
H 5.94 -0.12 -0.22 0.00
H 4.50 0.32 -1.16 0.00
H 5.82 -0.58 -1.93 0.00
H 4.29 -2.50 1.28 0.00
H 2.84 -2.08 0.37 0.00
H 3.85 -0.79 1.07 0.00
C -1.99 2.73 2.41 0.00
O -1.68 3.91 2.41 0.00
N -1.95 1.92 3.48 0.00
C -2.32 0.52 3.41 0.00
C -1.51 2.49 4.75 0.00
H -2.33 2.21 1.49 0.00
H -3.16 0.32 4.08 0.00
H -1.48 -0.11 3.70 0.00
H -2.62 0.28 2.40 0.00
H -2.17 3.31 5.05 0.00
H -0.50 2.88 4.66 0.00
H -1.53 1.71 5.51 0.00
C 8.30 0.10 1.48 0.00
O 7.13 -0.17 1.69 0.00
N 8.78 1.35 1.38 0.00
C 10.18 1.62 1.15 0.00
C 7.85 2.46 1.52 0.00
H 9.07 -0.67 1.35 0.00
H 10.60 2.21 1.97 0.00
H 10.31 2.18 0.22 0.00
H 10.74 0.69 1.08 0.00
H 7.36 2.43 2.50 0.00
H 7.07 2.41 0.76 0.00
H 8.39 3.40 1.41 0.00
C 0.65 -5.01 4.53 0.00
O -0.16 -4.11 4.67 0.00
N 1.57 -5.07 3.55 0.00
C 2.51 -6.17 3.43 0.00
C 1.61 -3.99 2.57 0.00
H 0.70 -5.87 5.22 0.00
H 3.53 -5.80 3.50 0.00
H 2.38 -6.68 2.48 0.00
H 2.34 -6.88 4.24 0.00
H 1.80 -3.05 3.08 0.00
H 0.65 -3.92 2.06 0.00
H 2.39 -4.18 1.84 0.00
C 6.20 5.66 0.45 0.00
O 5.86 4.51 0.23 0.00
N 5.52 6.51 1.24 0.00
C 5.96 7.87 1.47 0.00
C 4.31 6.03 1.89 0.00
H 7.10 6.11 0.00 0.00
H 6.16 8.04 2.53 0.00
H 5.20 8.58 1.15 0.00
H 6.87 8.06 0.91 0.00
H 4.53 5.17 2.53 0.00
H 3.58 5.71 1.15 0.00
H 3.89 6.83 2.50 0.00
C 13.87 -0.08 1.16 0.00
O 13.98 1.13 1.14 0.00
N 13.94 -0.84 2.28 0.00
C 13.80 -2.28 2.24 0.00
C 14.17 -0.17 3.55 0.00
H 13.70 -0.68 0.25 0.00
H 12.95 -2.60 2.85 0.00
H 14.70 -2.76 2.63 0.00
H 13.64 -2.61 1.22 0.00
H 13.37 0.54 3.75 0.00
H 15.11 0.38 3.53 0.00
H 14.20 -0.92 4.34 0.00

***

[2]
153
Properties=species:S:1:pos:R:3:lowdin_charge:R:1 method="wB97M-V/def2-TZVPD" relative_energy_kcal_mol=0.0 total_energy_ev=-161834.8370 charge=-1 homo_lumo_gap_ev=4.847 e_homo_ev=-3.297
C -4.61 -2.86 -0.91 -0.07
C -3.85 -3.51 0.23 -0.30
O -2.65 -2.79 0.37 -0.18
C -1.78 -3.26 1.41 -0.31
C -0.33 -3.07 1.02 -0.34
P 0.38 -1.31 1.47 0.39
C 1.88 -1.51 0.26 -0.38
C 1.80 -0.89 -1.14 -0.28
C 2.58 0.41 -1.35 -0.22
C 2.00 1.73 -0.77 -0.22
C 0.48 1.88 -0.78 -0.21
C -0.20 1.78 -2.15 -0.20
C 0.51 2.45 -3.32 -0.16
C 0.05 1.91 -4.66 -0.22
O 1.04 2.08 -5.68 -0.22
C 1.41 0.92 -6.38 -0.12
H -5.16 -1.99 -0.56 0.06
H -3.89 -2.56 -1.67 0.08
H -5.33 -3.56 -1.35 0.04
H -3.65 -4.57 0.03 0.11
H -4.44 -3.47 1.16 0.12
H -2.02 -4.31 1.62 0.10
H -1.99 -2.67 2.31 0.08
H 0.28 -3.84 1.51 0.06
H -0.25 -3.20 -0.07 0.06
H -0.47 -0.75 0.37 -0.03
H -0.74 -1.11 2.43 -0.05
H 1.23 -1.84 2.53 -0.06
H 0.86 0.08 1.82 -0.06
H 2.75 -1.12 0.81 0.05
H 2.04 -2.59 0.16 0.05
H 0.74 -0.76 -1.39 0.06
H 2.19 -1.60 -1.87 0.09
H 3.56 0.25 -0.89 0.10
H 2.77 0.56 -2.41 0.08
H 2.44 2.57 -1.32 0.09
H 2.35 1.84 0.26 0.10
H 0.23 2.85 -0.34 0.11
H 0.06 1.13 -0.12 0.05
H -0.40 0.73 -2.38 0.10
H -1.18 2.26 -2.08 0.08
H 0.31 3.52 -3.28 0.11
H 1.59 2.31 -3.28 0.10
H -0.84 2.43 -5.03 0.10
H -0.19 0.85 -4.55 0.12
H 0.54 0.31 -6.64 0.08
H 1.90 1.24 -7.30 0.08
H 2.10 0.30 -5.80 0.09
C 4.61 -1.74 6.56 -0.24
C 4.31 -0.78 5.40 -0.22
C 3.76 -1.62 4.24 -0.21
S 2.96 -3.04 5.00 0.65
O 3.68 -4.24 4.64 -0.34
O 1.53 -2.97 4.85 -0.33
C 3.37 -2.63 6.69 -0.23
H 4.82 -1.20 7.48 0.09
H 5.48 -2.36 6.33 0.11
H 3.57 -0.05 5.71 0.11
H 5.20 -0.23 5.09 0.10
H 3.00 -1.12 3.63 0.08
H 4.54 -2.02 3.60 0.10
H 3.52 -3.56 7.24 0.10
H 2.53 -2.08 7.10 0.10
C -6.36 2.86 -4.05 -0.21
C -5.65 1.52 -3.87 -0.22
C -4.22 1.68 -4.43 -0.21
S -3.81 3.41 -4.21 0.67
O -3.61 4.02 -5.50 -0.33
O -2.78 3.55 -3.20 -0.31
C -5.39 3.93 -3.54 -0.22
H -7.30 2.89 -3.50 0.11
H -6.59 3.03 -5.11 0.12
H -5.60 1.27 -2.81 0.12
H -6.17 0.71 -4.38 0.10
H -3.48 1.09 -3.89 0.10
H -4.17 1.47 -5.49 0.11
H -5.59 4.94 -3.89 0.11
H -5.30 3.90 -2.46 0.11
C -5.54 -6.11 -5.89 -0.22
C -4.12 -5.74 -5.44 -0.21
C -4.22 -5.17 -4.02 -0.21
S -5.67 -5.95 -3.28 0.65
O -6.67 -4.94 -3.03 -0.34
O -5.27 -6.84 -2.23 -0.31
C -6.17 -6.87 -4.73 -0.23
H -5.54 -6.70 -6.80 0.11
H -6.12 -5.20 -6.09 0.12
H -3.50 -6.64 -5.43 0.12
H -3.65 -5.02 -6.11 0.11
H -3.37 -5.39 -3.39 0.11
H -4.41 -4.09 -4.01 0.10
H -7.26 -6.91 -4.75 0.10
H -5.75 -7.87 -4.63 0.11
C 6.92 4.33 8.32 -0.21
C 6.97 3.43 9.56 -0.21
C 6.02 2.25 9.30 -0.21
S 5.98 2.03 7.52 0.67
O 4.65 2.29 7.04 -0.30
O 6.63 0.78 7.17 -0.34
C 7.05 3.40 7.12 -0.22
H 7.72 5.07 8.33 0.12
H 5.97 4.86 8.27 0.12
H 7.98 3.06 9.70 0.09
H 6.68 3.97 10.46 0.11
H 6.36 1.32 9.75 0.10
H 5.00 2.46 9.61 0.10
H 6.71 3.83 6.18 0.11
H 8.06 3.01 7.02 0.09
C 8.89 -1.60 8.84 -0.21
C 9.07 -1.74 7.32 -0.20
C 9.46 -0.36 6.78 -0.21
S 10.32 0.47 8.12 0.68
O 9.52 1.60 8.54 -0.33
O 11.71 0.67 7.81 -0.32
C 10.11 -0.83 9.33 -0.23
H 8.81 -2.57 9.33 0.12
H 7.98 -1.03 9.05 0.11
H 9.85 -2.46 7.10 0.12
H 8.15 -2.09 6.84 0.11
H 10.13 -0.39 5.93 0.11
H 8.58 0.25 6.55 0.07
H 9.99 -0.37 10.31 0.10
H 11.02 -1.44 9.31 0.11
C 0.32 5.08 -6.59 -0.22
C -0.99 4.67 -7.26 -0.21
C -1.87 5.92 -7.35 -0.22
S -0.73 7.32 -7.47 0.66
O -0.89 8.15 -6.30 -0.33
O -0.80 7.91 -8.78 -0.34
C 0.77 6.36 -7.29 -0.23
H 1.07 4.29 -6.65 0.10
H 0.15 5.28 -5.53 0.12
H -0.79 4.28 -8.26 0.12
H -1.50 3.89 -6.69 0.08
H -2.51 5.95 -8.23 0.10
H -2.46 6.08 -6.45 0.09
H 1.50 6.95 -6.74 0.10
H 1.14 6.16 -8.30 0.10
C -8.42 -2.16 -1.25 -0.21
C -9.64 -2.52 -2.11 -0.21
C -10.24 -1.20 -2.62 -0.22
S -8.87 -0.04 -2.71 0.66
O -9.09 1.04 -1.78 -0.32
O -8.60 0.27 -4.10 -0.33
C -7.62 -1.14 -2.05 -0.24
H -7.81 -3.03 -1.01 0.11
H -8.74 -1.71 -0.30 0.12
H -9.32 -3.13 -2.95 0.11
H -10.38 -3.09 -1.55 0.11
H -10.68 -1.28 -3.61 0.10
H -10.97 -0.77 -1.93 0.10
H -6.92 -0.55 -1.46 0.10
H -7.12 -1.60 -2.90 0.11

***

[3]
165
Properties=species:S:1:pos:R:3:lowdin_charge:R:1 method="wB97M-V/def2-TZVPD" relative_energy_kcal_mol=0.0 total_energy_ev=-165304.7809 charge=-1 homo_lumo_gap_ev=8.538 e_homo_ev=-7.192
O 25.73 -8.49 -7.50 0.09
C 26.47 -9.40 -7.93 -0.34
O 26.76 -10.52 -7.30 0.24
B 27.36 -11.46 -8.22 -0.82
O 27.76 -10.58 -9.33 0.24
C 27.15 -9.45 -9.31 -0.39
O 27.04 -8.63 -10.24 0.10
O 26.35 -12.50 -8.75 0.19
C 26.79 -13.73 -8.44 -0.34
O 26.17 -14.81 -8.55 0.08
C 28.21 -13.56 -7.83 -0.36
O 28.52 -12.27 -7.77 0.23
O 28.99 -14.49 -7.61 0.10
C 23.72 -2.10 -2.92 -0.25
S 23.62 -0.91 -1.45 0.84
O 22.62 -1.54 -0.48 -0.59
C 25.27 -1.46 -0.81 -0.27
H 24.59 -1.96 -3.56 0.05
H 22.89 -1.84 -3.58 0.03
H 23.71 -3.14 -2.60 0.05
H 25.34 -2.55 -0.78 0.05
H 25.33 -1.09 0.21 0.04
H 26.18 -1.11 -1.30 0.05
C 37.78 -12.55 -9.44 -0.27
S 37.46 -14.00 -8.36 0.83
O 37.41 -13.47 -6.95 -0.58
C 35.68 -14.38 -8.87 -0.24
H 37.22 -11.64 -9.24 0.06
H 37.41 -12.93 -10.39 0.03
H 38.85 -12.32 -9.49 0.05
H 35.36 -15.36 -8.54 0.04
H 35.60 -14.33 -9.96 0.03
H 34.93 -13.67 -8.51 0.06
C 19.94 -16.58 -8.28 -0.23
S 18.81 -15.12 -7.87 0.84
O 18.81 -15.06 -6.32 -0.61
C 19.93 -13.70 -8.32 -0.25
H 20.71 -16.77 -7.53 0.05
H 20.38 -16.28 -9.23 0.03
H 19.24 -17.40 -8.40 0.03
H 20.28 -13.85 -9.34 0.04
H 20.84 -13.79 -7.71 0.05
H 19.41 -12.75 -8.22 0.05
C 23.15 -18.73 -2.21 -0.26
S 22.92 -17.06 -1.42 0.83
O 21.43 -16.70 -1.31 -0.60
C 23.28 -15.95 -2.87 -0.24
H 23.08 -19.57 -1.53 0.04
H 24.15 -18.75 -2.66 0.04
H 22.40 -18.76 -3.00 0.05
H 24.28 -16.26 -3.16 0.03
H 23.17 -14.89 -2.64 0.05
H 22.61 -16.21 -3.69 0.05
C 34.02 -10.50 -14.77 -0.27
S 32.25 -10.79 -15.16 0.83
O 32.23 -10.93 -16.66 -0.59
C 31.98 -12.54 -14.59 -0.25
H 34.40 -9.67 -15.36 0.05
H 34.66 -11.32 -15.09 0.05
H 34.27 -10.29 -13.73 0.05
H 31.73 -12.54 -13.53 0.05
H 32.84 -13.15 -14.86 0.05
H 31.15 -13.00 -15.11 0.05
C 27.95 -24.70 -3.96 -0.25
S 28.94 -24.89 -5.54 0.83
O 28.07 -25.86 -6.32 -0.59
C 28.58 -23.17 -6.15 -0.26
H 28.41 -23.86 -3.44 0.04
H 27.97 -25.58 -3.33 0.04
H 26.92 -24.54 -4.28 0.05
H 29.21 -23.12 -7.04 0.04
H 28.92 -22.38 -5.49 0.05
H 27.51 -23.09 -6.34 0.06
C 19.40 -9.63 -1.08 -0.35
O 19.35 -10.67 -1.72 0.01
N 20.26 -8.65 -1.39 -0.19
C 20.39 -7.53 -0.46 -0.07
C 21.21 -8.71 -2.49 -0.04
H 18.86 -9.43 -0.15 0.13
H 20.28 -6.58 -1.00 0.08
H 21.37 -7.37 -0.02 0.08
H 19.72 -7.60 0.39 0.08
H 22.26 -8.74 -2.21 0.09
H 20.98 -9.55 -3.16 0.09
H 21.15 -7.81 -3.10 0.08
C 30.36 -16.77 -1.41 -0.32
O 29.70 -17.69 -0.91 -0.02
N 30.37 -15.47 -0.98 -0.19
C 31.37 -14.53 -1.46 -0.07
C 29.41 -15.01 0.04 -0.03
H 31.09 -16.98 -2.21 0.13
H 32.13 -14.28 -0.72 0.08
H 30.90 -13.58 -1.73 0.09
H 31.92 -14.81 -2.35 0.09
H 28.76 -15.80 0.42 0.08
H 30.04 -14.57 0.81 0.08
H 28.77 -14.23 -0.38 0.09
C 21.28 -4.12 -16.56 -0.34
O 20.39 -4.88 -17.00 -0.03
N 22.59 -4.39 -16.51 -0.18
C 23.67 -3.42 -16.14 -0.04
C 23.05 -5.80 -16.67 -0.03
H 21.07 -3.09 -16.23 0.13
H 24.47 -3.39 -16.88 0.08
H 24.05 -3.75 -15.17 0.09
H 23.33 -2.38 -16.15 0.08
H 22.32 -6.43 -17.17 0.09
H 23.94 -5.83 -17.30 0.08
H 23.42 -6.18 -15.72 0.09
O 19.56 -16.90 -18.42 0.07
C 20.48 -17.72 -18.59 -0.49
O 21.33 -18.10 -17.63 -0.01
C 21.33 -17.52 -16.39 -0.24
C 22.76 -17.69 -15.77 -0.05
C 20.71 -18.39 -19.92 0.01
H 20.66 -18.09 -15.75 0.12
H 20.98 -16.50 -16.37 0.13
H 23.57 -17.19 -16.30 0.06
H 23.05 -18.75 -15.75 0.07
H 22.83 -17.23 -14.79 0.07
H 21.07 -17.60 -20.58 0.09
H 19.78 -18.78 -20.33 0.09
H 21.52 -19.13 -19.93 0.08
O 14.77 -4.25 -8.10 0.10
C 15.25 -3.48 -8.90 -0.56
O 16.52 -3.11 -9.06 -0.01
C 17.53 -3.71 -8.24 -0.21
C 17.89 -5.04 -8.88 -0.07
C 14.37 -2.63 -9.76 0.01
H 17.31 -3.75 -7.17 0.13
H 18.44 -3.13 -8.43 0.12
H 18.42 -4.83 -9.80 0.08
H 17.09 -5.78 -8.95 0.08
H 18.59 -5.48 -8.16 0.08
H 13.72 -3.26 -10.37 0.09
H 14.96 -2.06 -10.47 0.08
H 13.76 -1.93 -9.19 0.09
O 33.37 -8.19 -4.03 0.06
C 32.55 -7.25 -4.14 -0.54
O 32.45 -6.37 -5.06 0.02
C 33.33 -6.41 -6.12 -0.24
C 32.71 -6.38 -7.53 -0.05
C 31.48 -6.96 -3.09 0.01
H 33.98 -7.28 -6.17 0.12
H 33.86 -5.48 -5.94 0.13
H 32.02 -5.54 -7.56 0.07
H 32.20 -7.31 -7.77 0.08
H 33.50 -6.12 -8.24 0.08
H 31.83 -6.25 -2.35 0.08
H 31.28 -7.86 -2.51 0.08
H 30.51 -6.65 -3.48 0.08
O 23.81 -12.73 -17.68 0.07
C 24.98 -13.07 -17.47 -0.44
O 25.88 -13.67 -18.38 -0.04
C 25.37 -14.13 -19.66 -0.19
C 26.08 -15.51 -19.81 -0.08
C 25.58 -12.70 -16.11 0.01
H 25.58 -13.53 -20.55 0.12
H 24.30 -14.33 -19.71 0.11
H 25.98 -16.19 -18.96 0.07
H 27.14 -15.48 -20.09 0.07
H 25.74 -16.11 -20.65 0.06
H 24.82 -12.22 -15.49 0.08
H 26.37 -11.96 -16.21 0.08
H 25.95 -13.59 -15.61 0.08